[1]
The following is a DFT calculation (ωB97M-V/def2-TZVPD) of a gas-phase ion, C5H10NS (charge +1).

Values from the calculation:
Charge ... +1
HOMO ... -13.756 eV
SMILES string ... [NH3+]C1([C@@H]2CS2)CC1
ΔE to the lowest compared entry with this formula, charge and spin ... 84.2 kcal per mole
E_LUMO ... -3.42 eV
Total energy ... -649.091255 Eh
Kohn-Sham gap ... 10.3 eV

```
17
C5H10NS (ωB97M-V/def2-TZVPD)
H 1.3070 0.1075 2.0569
H -0.8246 -0.7315 -3.1088
C 0.2460 -0.1266 -1.3867
H 2.1864 1.1361 0.8245
C 0.0080 1.6369 0.9036
H -0.4067 -1.2345 1.9668
S 0.5501 -1.8427 -1.4290
H -1.6764 -0.7569 0.9518
H -0.4427 1.9579 1.7842
C -0.8393 -0.7495 -2.0847
N -0.6105 -0.8259 0.9786
C 1.2659 0.6887 1.2020
C 0.1442 0.2521 0.3879
H 0.3572 2.4445 0.1683
H -0.3703 -1.6808 0.3048
H 0.8695 0.5570 -1.9074
H -1.7637 -0.8320 -1.6130
```

---

[2]
The following is a DFT calculation (ωB97M-V/def2-TZVPD) of a molecular structure, C4H8O2SSi.

Values from the calculation:
HOMO (spin up / spin down) ... -8.801 / -9.061 eV
ΔE to the lowest compared entry with this formula, charge and spin ... 102.8 kcal per mole
E_LUMO (spin up / spin down) ... -3.63 / -3.61 eV
Total energy ... -995.293653 Eh
Kohn-Sham gap (spin up / spin down) ... 5.2 / 5.4 eV

```
16
C4H8O2SSi (ωB97M-V/def2-TZVPD)
C -1.8699 0.5223 0.1823
H 2.7549 -0.5133 0.7924
H 0.0281 -0.2650 -2.4012
C -2.4976 -0.2443 1.1848
H -2.0748 -0.3937 2.2455
H 1.9147 0.1619 2.0614
H 2.2885 1.3027 0.9341
H 1.6754 -0.4870 -2.3290
C 1.9877 0.2163 0.9895
H 0.8540 1.1716 -2.1531
O -0.5678 0.9204 0.5910
O -2.1896 0.6916 -0.9693
C 0.8412 0.0823 -1.8987
H -3.3516 -0.9594 1.0580
S -0.2431 -2.1521 -0.1712
Si 0.4498 -0.0543 -0.1164
```

---

[3]
The following is a DFT calculation (ωB97M-V/def2-TZVPD) of C2H5O2P in the gas phase.

Values from the calculation:
HOMO ... -8.901 eV
SMILES string ... CC(=O)PO
ΔE to the lowest compared entry with this formula, charge and spin ... 23.6 kcal per mole
E_LUMO ... 0.73 eV
Total energy ... -570.997486 Eh
Kohn-Sham gap ... 9.6 eV

```
10
C2H5O2P (ωB97M-V/def2-TZVPD)
P 1.3068 -0.6946 -0.0396
H -1.6057 0.3897 -0.9471
O -0.1022 1.2077 1.1495
H 0.8273 -0.7157 -1.5391
H 2.8178 0.7527 0.4989
C -1.6188 -0.3080 -0.0334
H -2.2064 -0.0751 0.8292
O 2.3177 0.5825 -0.2370
C -0.2769 0.1946 0.4855
H -1.4596 -1.3339 -0.1669
```